DFT (ωB97M-V/def2-TZVPD) results for a molecular structure, C30H57O10Y.

Results
highest occupied orbital energy = -0.4770 Eh
LUMO level = -11.5 eV
Kohn-Sham gap = 1.48 eV
total charge = +2
largest force on an atom = 3.4 eV/Å

```
98
Properties=species:S:1:pos:R:3:forces:R:3:mulliken_charge:R:1
Y 5.2990 -0.0047 -3.5498 -0.217 0.123 -0.183 1.089
C -0.0576 -1.3153 0.1155 0.444 -0.621 0.097 -0.931
C 0.7985 -0.0738 -0.1079 0.301 -2.532 -2.250 -0.062
O 1.8559 -0.2844 -0.9608 -1.295 0.691 1.798 -0.268
H -0.9118 -1.2537 0.7899 -0.139 0.743 -0.308 0.360
H 0.5307 -2.0945 0.6002 0.350 -0.102 -0.195 0.266
H -0.3356 -1.6950 -0.8676 -0.283 -0.062 0.080 0.292
H 1.1322 0.2311 0.8840 0.760 0.844 0.735 0.296
H 0.2224 0.7722 -0.4828 -0.080 1.006 0.039 0.309
C -5.7680 2.5487 0.0734 -1.699 2.246 0.010 -0.653
C -4.7380 1.6948 0.6735 1.765 1.054 -0.243 -0.435
C -5.5658 0.8558 1.5973 1.635 -0.901 -0.735 -0.376
O -6.6239 0.5312 0.7642 -1.762 -1.069 -0.072 -0.344
C -6.8933 1.5810 -0.1571 0.313 -0.096 -0.001 -0.352
H -5.6119 3.1450 -0.8255 0.613 -0.164 0.024 0.345
H -6.0967 3.2471 0.8430 -0.028 0.347 0.044 0.269
H -3.9207 2.2497 1.1342 -0.019 0.022 0.158 0.357
H -4.3194 1.1161 -0.1499 0.225 -0.637 0.291 0.179
H -5.8686 1.2803 2.5545 -0.001 0.295 -0.003 0.328
H -4.9340 -0.0208 1.7401 -0.577 -0.526 0.669 0.261
H -7.8871 1.9943 0.0148 -0.064 -0.091 -0.078 0.276
H -6.7991 1.2189 -1.1809 -0.397 -0.475 -0.063 0.266
C -3.4830 -1.0709 -5.2428 -0.656 -1.012 1.459 -0.489
C -2.1984 -1.6054 -5.8422 -0.389 -0.086 -0.882 -0.411
C -2.3364 -1.1139 -7.2743 0.894 1.066 0.943 -0.472
O -2.9465 0.1829 -7.1165 0.550 -0.102 -0.962 -0.399
C -3.8250 0.1803 -5.9975 0.240 -0.201 -0.845 -0.338
H -3.4016 -0.8291 -4.1831 0.089 -0.241 0.129 0.249
H -4.2828 -1.8066 -5.3271 -0.008 -0.049 -0.046 0.286
H -2.1027 -2.6850 -5.9580 0.036 -0.089 0.919 0.323
H -1.3327 -1.1349 -5.3761 0.133 -0.250 -0.030 0.196
H -2.8668 -1.8176 -7.9159 -0.430 0.244 -0.039 0.311
H -1.3156 -0.9978 -7.6385 -0.225 0.347 -0.634 0.314
H -4.8418 0.1725 -6.3901 -0.197 0.161 0.267 0.250
H -3.6538 1.0647 -5.3838 -0.014 0.244 -0.256 0.235
C 0.3740 4.8405 3.6599 0.849 0.137 -0.265 -0.474
C 1.4135 5.8878 4.1071 0.911 0.817 -1.259 -0.511
C 0.5975 7.1473 4.3699 -0.377 -1.125 2.003 -0.349
O -0.5785 6.6047 4.9354 -2.139 -1.525 -0.616 -0.364
C -0.8979 5.3338 4.3308 0.891 0.020 0.307 -0.374
H 0.7038 3.8402 3.9405 -0.254 -0.019 0.412 0.277
H 0.2258 4.7549 2.5834 0.286 0.510 -0.180 0.254
H 2.1601 6.1018 3.3423 0.071 -0.188 -0.194 0.317
H 1.9979 5.6359 4.9920 -0.430 -0.322 0.117 0.247
H 0.3712 7.7983 3.5255 0.247 0.101 -0.056 0.286
H 0.8501 7.6129 5.3225 1.331 1.204 -0.853 0.262
H -1.6803 5.4606 3.5826 -0.415 -0.113 0.352 0.266
H -1.0825 4.5831 5.0992 -0.971 0.505 0.239 0.286
C -1.3160 -7.0979 -0.8378 0.275 -0.929 -0.357 -0.559
C 0.0594 -7.8053 -0.5992 -0.464 1.193 -0.262 -0.512
C 0.2252 -8.7272 -1.8346 -0.657 1.531 0.703 -0.320
O -0.5676 -8.0743 -2.8592 -0.289 -0.241 0.229 -0.342
C -1.3161 -6.9346 -2.3618 0.632 -0.997 0.341 -0.334
H -1.5090 -6.1865 -0.2719 0.422 0.082 -0.117 0.355
H -2.0839 -7.8020 -0.5173 -0.271 -0.003 -0.279 0.278
H 0.0810 -8.2364 0.4017 0.206 -0.373 -0.307 0.379
H 0.8025 -7.0092 -0.6469 0.344 -0.121 0.117 0.226
H -0.1044 -9.7381 -1.5946 -0.387 -0.109 -0.424 0.277
H 1.2450 -8.7801 -2.2160 0.035 -0.029 0.071 0.257
H -2.2866 -6.8939 -2.8562 -0.089 -0.365 0.092 0.294
H -0.7841 -6.0518 -2.7166 0.242 0.358 0.213 0.214
C 1.8051 -3.4266 5.0573 0.983 -0.026 0.082 -0.598
C 0.6909 -4.4877 5.1049 -0.268 1.347 0.568 -0.454
C 1.4344 -5.7291 4.7728 0.560 -0.159 -0.474 -0.384
O 2.3196 -5.3062 3.7291 1.066 0.555 -0.816 -0.374
C 2.8430 -3.9661 4.0178 -2.337 -0.481 1.002 -0.307
H 2.3727 -3.3995 5.9875 -0.482 0.129 0.340 0.280
H 1.5249 -2.4025 4.8107 -0.340 -0.123 0.113 0.334
H -0.0682 -4.2713 4.3532 0.068 -0.149 -0.243 0.223
H 0.1471 -4.5157 6.0492 0.257 -0.025 0.143 0.336
H 0.7735 -6.5327 4.4478 0.283 -0.006 -0.447 0.296
H 2.0727 -6.1365 5.5567 -0.170 0.128 0.527 0.273
H 2.8308 -3.3149 3.1438 0.151 -0.582 -0.434 0.235
H 3.8237 -3.9355 4.4924 0.222 -0.586 -0.360 0.269
O 8.1490 1.2555 6.6251 -1.013 0.197 -1.105 -0.558
C 7.6121 1.6967 5.6342 1.547 -0.130 1.616 0.483
O 6.4517 1.2254 5.1411 -1.144 -0.785 -0.083 -0.334
C 6.0961 1.8210 3.8696 1.296 0.313 0.876 -0.305
C 6.8771 3.1155 3.9331 0.299 1.012 0.125 -0.596
C 8.1268 2.8252 4.7929 -0.854 -0.106 -1.734 -0.371
H 5.0354 2.0555 3.7803 -0.031 -0.596 0.284 0.257
H 6.4469 1.1347 3.0989 -0.184 0.032 -0.195 0.267
H 6.2791 3.8127 4.5201 -0.182 0.308 -0.414 0.255
H 7.1038 3.5016 2.9393 -0.067 0.270 0.147 0.361
H 8.5355 3.6759 5.3382 -0.157 -0.293 0.063 0.312
H 8.8626 2.4551 4.0789 0.490 -0.205 0.424 0.227
O 2.0732 2.3945 -5.8145 -1.069 0.753 -0.140 -0.634
C 1.1082 3.1088 -6.0485 1.107 -0.631 -0.592 0.496
O 0.8691 3.5953 -7.2922 1.056 -1.089 -0.113 -0.360
C -0.3038 4.4180 -7.3980 1.294 0.363 0.228 -0.304
C -0.5680 4.7029 -5.9679 -2.764 0.618 1.851 -0.595
C 0.0347 3.5885 -5.1167 0.128 0.787 -0.496 -0.186
H -1.0644 3.9136 -7.9940 0.063 0.036 0.191 0.299
H 0.0206 5.3729 -7.8116 -0.191 -0.370 -0.792 0.240
H -1.6391 4.7504 -5.7713 -0.190 0.002 -0.073 0.337
H -0.2522 5.7068 -5.6841 0.563 -0.217 0.028 0.307
H -0.6654 2.7739 -4.9313 0.016 -0.009 0.060 0.146
H 0.4206 3.9961 -4.1824 0.125 -0.407 -0.022 0.262
```
Positions in Å, forces in eV/Å.



DFT (ωB97M-V/def2-TZVPD) results for a molecular structure, C10H26AgGeN4.

Results
highest occupied orbital energy = -0.3682 Eh
LUMO level = -3.2 eV
Kohn-Sham gap = 6.80 eV
total charge = +1
largest force on an atom = 0.2 eV/Å

```
42
Properties=species:S:1:pos:R:3:forces:R:3:nbo_charge:R:1
Ag 0.4890 -0.2572 -1.4032 -0.125 -0.066 0.023 0.583
N 2.5416 1.5637 3.3951 -0.038 0.003 -0.020 -0.672
C 1.5822 2.3814 2.5554 -0.027 -0.035 -0.007 -0.232
C 1.5344 1.7712 1.1563 -0.023 -0.106 -0.054 -0.267
N 0.5158 2.3039 0.2942 0.020 0.160 -0.043 -0.825
H 2.6275 1.9196 4.3471 -0.001 0.003 0.017 0.444
H 3.4723 1.5442 2.9749 0.010 0.005 -0.006 0.439
H 2.2034 0.5984 3.4435 -0.040 -0.047 0.000 0.451
H 1.9334 3.4112 2.5716 0.015 0.007 -0.008 0.222
H 0.6142 2.3155 3.0487 0.006 0.008 0.004 0.232
H 1.3571 0.6940 1.2430 0.033 0.015 0.000 0.243
H 2.5085 1.8822 0.6701 0.002 0.040 0.001 0.204
H 0.6494 3.2641 0.0112 0.005 0.016 0.080 0.375
H -0.4242 2.1604 0.6358 -0.006 -0.017 -0.023 0.377
C -2.1205 -0.8555 -3.5743 0.013 -0.017 -0.014 -0.665
C -1.1824 0.2333 -3.9563 -0.024 0.073 -0.041 0.390
N -0.2276 0.7534 -3.2091 0.069 -0.215 0.072 -0.552
C 0.3775 1.7383 -3.9609 0.000 0.065 0.014 -0.085
C -0.2247 1.8178 -5.1727 0.001 0.018 0.005 -0.091
N -1.2106 0.8580 -5.1538 0.004 0.009 0.035 -0.502
H -1.8445 -1.2479 -2.5978 0.002 0.011 0.011 0.248
H -2.0874 -1.6734 -4.2947 -0.001 0.005 -0.001 0.239
H -3.1456 -0.4861 -3.5217 0.001 -0.004 0.001 0.238
H 1.1966 2.3204 -3.5771 0.009 -0.020 -0.007 0.219
H -0.0482 2.4489 -6.0247 -0.001 -0.006 0.005 0.235
H -1.8482 0.6501 -5.9027 -0.009 0.001 -0.004 0.429
C -0.4971 -0.5642 2.8591 -0.044 0.049 -0.020 -1.087
Ge -0.4487 -1.9420 1.4267 0.007 -0.029 -0.037 1.619
C -2.2085 -1.8822 0.5654 -0.007 -0.004 0.018 -1.095
C -0.2626 -3.6536 2.3711 0.003 0.019 -0.018 -1.091
C 0.9746 -1.6027 0.1576 0.027 0.010 -0.007 -1.431
H -1.2384 -0.8403 3.6100 -0.005 0.024 -0.001 0.245
H -0.7649 0.4234 2.4749 0.012 -0.009 -0.005 0.200
H 0.4649 -0.5075 3.3791 0.083 -0.025 0.039 0.165
H -3.0088 -2.1022 1.2730 -0.004 -0.008 -0.003 0.232
H -2.2577 -2.6180 -0.2395 0.010 0.002 0.007 0.231
H -2.3892 -0.8951 0.1349 0.008 0.002 -0.002 0.220
H -1.0613 -3.7955 3.1003 -0.005 0.004 -0.003 0.229
H 0.6943 -3.7068 2.8931 -0.004 0.006 -0.003 0.224
H -0.2990 -4.4812 1.6615 0.000 0.011 0.001 0.236
H 1.1538 -2.5557 -0.3538 0.024 0.011 0.006 0.231
H 1.9098 -1.3865 0.6888 -0.001 0.032 -0.012 0.195
```
Positions in Å, forces in eV/Å.



DFT (ωB97M-V/def2-TZVPD) results for 2 unconnected molecules or ions with the total composition H5P3.

Results
highest occupied orbital energy = -0.3141 Eh
LUMO level = -0.4 eV
Kohn-Sham gap = 8.16 eV
total charge = 0
largest force on an atom = 3.3 eV/Å

```
8
Properties=species:S:1:pos:R:3:forces:R:3:nbo_charge:R:1
P 0.7198 1.6479 -0.1071 -1.477 0.723 1.417 0.010
P -0.9685 -1.0549 0.4559 1.026 -0.672 2.991 -0.006
P -0.0131 -0.0790 -1.1740 -2.748 0.326 -1.862 0.036
H 0.8072 1.0093 1.1934 0.215 0.448 -0.714 0.007
H 2.0514 1.6357 -0.4315 0.894 -0.512 -0.315 0.004
H -0.8853 -2.4269 0.1133 0.176 0.060 -0.367 0.003
H 0.2723 -1.1193 1.3483 -1.392 -0.166 -1.013 -0.017
H -1.9837 0.3872 -1.3981 3.306 -0.208 -0.137 -0.037
```
Positions in Å, forces in eV/Å.



DFT (ωB97M-V/def2-TZVPD) results for 2 unconnected molecules or ions with the total composition C3H4FNO.

Results
SMILES string = NC(=O)F.C#C
highest occupied orbital energy = -0.3938 Eh
LUMO level = 0.7 eV
Kohn-Sham gap = 11.41 eV
total charge = 0
largest force on an atom = 2.2 eV/Å

```
10
Properties=species:S:1:pos:R:3:forces:R:3:nbo_charge:R:1
C 0.0897 1.5886 -1.1816 0.400 0.458 1.606 -0.229
C -0.3357 1.0608 -2.1520 0.075 -0.804 -0.844 -0.254
C 0.0896 -0.3492 1.4830 0.486 -0.262 1.544 0.956
N 0.0404 -1.2224 0.4844 -2.021 -0.691 0.639 -0.828
O 0.9344 0.4520 1.7530 -0.367 0.156 -0.500 -0.605
F -0.9289 -0.5833 2.3426 -0.370 0.263 -0.061 -0.348
H 0.4344 1.8724 -0.2101 -0.008 0.380 -0.202 0.250
H -0.5033 0.3918 -2.9462 -0.432 0.047 -0.618 0.228
H -0.6680 -1.9672 0.4745 0.834 0.786 -0.078 0.420
H 0.8474 -1.2435 -0.0477 1.403 -0.331 -1.485 0.410
```
Positions in Å, forces in eV/Å.



DFT (ωB97M-V/def2-TZVPD) results for 3 unconnected molecules or ions with the total composition CH4O4.

Results
spin multiplicity = 3
highest occupied orbital energy (spin up / spin down) = -0.3768 / -0.3768 Eh
LUMO level (spin up / spin down) = 0.8 / -0.7 eV
Kohn-Sham gap (spin up / spin down) = 11.01 / 9.57 eV
total charge = 0
largest force on an atom = 2.5 eV/Å

```
9
Properties=species:S:1:pos:R:3:forces:R:3:nbo_charge:R:1
O -0.7791 -0.8667 2.6770 -1.923 -0.238 -1.039 0.002
O -1.8530 -1.0014 2.1021 1.932 0.247 1.023 -0.001
H 0.3862 2.3491 -0.5001 -1.076 -0.201 1.318 0.480
C 0.7569 -1.4006 -1.2914 0.138 1.239 -1.213 0.279
O 1.2135 -0.5403 -2.0384 -0.664 -1.722 1.634 -0.503
H 1.2848 -1.8385 -0.4174 0.222 0.358 -0.321 0.114
H -0.2692 -1.8073 -1.4408 0.292 0.186 -0.076 0.109
H -0.5121 2.9763 0.6533 0.381 -0.615 -0.507 0.472
O -0.2279 2.1293 0.2557 0.698 0.746 -0.819 -0.952
```
Positions in Å, forces in eV/Å.



DFT (ωB97M-V/def2-TZVPD) results for 3 unconnected molecules or ions with the total composition C17H33BrF4O5S2.

Results
SMILES string = O=S1(=O)C[C@H](F)[C@@H](S(=O)(=O)C(F)(F)F)[C@@H](Br)O1.CCCCCC.CCCCCC
highest occupied orbital energy = -0.4017 Eh
LUMO level = 0.0 eV
Kohn-Sham gap = 10.90 eV
total charge = 0
largest force on an atom = 2.9 eV/Å

```
62
Properties=species:S:1:pos:R:3:forces:R:3:nbo_charge:R:1
O 8.3009 -0.8819 0.7119 -1.009 0.522 -0.114 -0.897
S 8.8615 -0.3683 -0.4898 1.777 -1.370 0.428 2.372
O 10.2566 -0.6062 -0.6495 0.087 0.619 -0.440 -0.911
C 8.0585 -1.0197 -1.9438 -0.446 0.269 -0.254 -0.739
C 7.3592 0.0273 -2.7921 0.499 -0.137 0.004 0.193
F 8.3501 0.6549 -3.5321 0.247 0.268 -0.226 -0.352
C 6.6333 1.1565 -2.0736 0.077 -0.580 1.012 -0.553
S 4.8598 0.8013 -1.8966 -1.229 1.122 -2.342 2.056
O 4.1324 1.9317 -1.4177 0.571 -0.066 1.171 -0.873
O 4.4579 0.4105 -3.2217 0.611 -0.818 0.020 -0.925
C 4.5382 -0.7292 -0.8542 -0.850 0.150 0.832 0.768
F 5.6236 -1.2286 -0.2767 -0.093 -0.047 -0.326 -0.300
F 3.6610 -0.3716 0.0860 0.532 -0.236 -0.186 -0.293
F 3.9660 -1.6356 -1.6367 0.429 0.079 0.191 -0.287
C 7.3681 1.7250 -0.8353 -0.297 0.195 0.421 0.043
Br 6.3542 1.6372 0.8423 0.136 0.065 -0.087 0.047
O 8.6776 1.2264 -0.6585 -0.506 -0.548 -0.224 -0.674
H 7.4060 -1.8488 -1.7097 -0.202 0.013 0.487 0.272
H 8.8514 -1.4314 -2.5529 0.330 0.026 -0.056 0.291
H 6.7091 -0.4587 -3.5089 -0.305 -0.043 -0.041 0.229
H 6.6023 1.9534 -2.8085 -0.403 0.194 -0.175 0.301
H 7.4890 2.7837 -0.9772 0.191 0.254 -0.012 0.236
C -3.2764 -2.1284 -0.1487 0.036 0.096 0.055 -0.611
C -2.6629 -1.0134 -0.9904 -0.100 -0.102 -0.026 -0.400
C -1.5714 -1.4991 -1.9418 0.046 0.069 -0.036 -0.397
C -0.3498 -2.1153 -1.2588 -0.056 -0.068 0.048 -0.397
C 0.3573 -1.2023 -0.2588 0.124 0.010 -0.119 -0.399
C 0.9290 0.0629 -0.8917 -0.178 0.019 0.122 -0.609
H -2.5373 -2.5962 0.5038 0.003 -0.021 -0.011 0.201
H -4.0706 -1.7376 0.4880 -0.014 -0.044 0.019 0.208
H -3.7088 -2.9049 -0.7830 0.026 -0.021 -0.004 0.202
H -2.2726 -0.2308 -0.3336 0.020 0.011 -0.021 0.193
H -3.4542 -0.5468 -1.5834 0.012 0.045 0.013 0.202
H -1.2545 -0.6634 -2.5717 0.016 -0.006 0.001 0.201
H -1.9986 -2.2413 -2.6235 -0.022 -0.001 0.008 0.200
H 0.3633 -2.4169 -2.0328 0.024 0.016 0.012 0.200
H -0.6447 -3.0370 -0.7489 -0.007 -0.001 -0.012 0.199
H 1.1753 -1.7649 0.2003 -0.027 -0.005 0.047 0.198
H -0.3205 -0.9312 0.5553 -0.015 -0.027 -0.002 0.195
H 1.6371 -0.1846 -1.6841 -0.037 0.026 -0.083 0.194
H 1.4515 0.6616 -0.1481 0.007 0.075 -0.028 0.214
H 0.1460 0.6888 -1.3220 0.001 -0.015 -0.037 0.203
C -8.6843 1.3247 3.0831 0.074 0.074 0.077 -0.610
C -7.5000 2.1698 2.6223 -0.118 -0.038 -0.062 -0.398
C -6.7190 1.5438 1.4684 0.090 0.056 0.010 -0.397
C -6.0669 0.1972 1.7853 -0.124 -0.035 0.025 -0.397
C -5.0974 0.2048 2.9651 0.127 0.002 -0.109 -0.400
C -3.8901 1.1134 2.7496 -0.049 -0.031 0.119 -0.610
H -8.3632 0.3553 3.4668 -0.014 -0.014 -0.013 0.200
H -9.2281 1.8292 3.8829 -0.033 -0.024 -0.005 0.209
H -9.3814 1.1508 2.2611 0.005 -0.033 -0.008 0.201
H -6.8361 2.3630 3.4693 0.025 0.001 -0.015 0.193
H -7.8713 3.1453 2.2977 0.031 0.023 0.022 0.201
H -5.9534 2.2505 1.1359 0.009 -0.012 -0.005 0.200
H -7.3918 1.4100 0.6155 -0.017 0.004 0.006 0.200
H -5.5362 -0.1456 0.8923 0.011 0.010 -0.007 0.199
H -6.8466 -0.5464 1.9739 0.000 -0.003 -0.013 0.200
H -4.7411 -0.8168 3.1241 -0.031 -0.008 0.035 0.202
H -5.6163 0.4935 3.8830 -0.026 -0.009 -0.008 0.195
H -3.3353 0.8166 1.8565 -0.013 0.026 -0.025 0.200
H -3.2100 1.0569 3.6006 0.032 0.017 -0.022 0.210
H -4.1856 2.1573 2.6355 0.012 0.005 -0.027 0.201
```
Positions in Å, forces in eV/Å.